No. 1
Below is a 2-piece molecular cluster, C4H14N2O overall at a distorted geometry, with properties calculated with ωB97M-V/def2-TZVPD.

As for the spin multiplicity: 2. Its HOMO-LUMO gap (alpha / beta) is 2.4 / 9.1 eV. As for the net charge: -1. The calculation puts the energy relative to the best compared isomer or geometry (same formula, charge and spin) at 27.8 kcal/mol. As for the expectation value of S²: 0.75. For the LUMO energy (alpha / beta), the calculation gives 3.48 / 3.40 eV.

Each line ends with the Löwdin charge.
Positions of all 21 atoms, in Å:
C1 -2.31442 0.37832 -1.38295  -0.236
N1 -1.81680 0.08713 -0.05157  -0.142
C2 -0.43682 -0.45283 -0.02819  -0.263
C3 0.51536 0.66247 0.54900  -0.263
N2 0.87271 0.30106 1.92058  -0.139
C4 2.03655 1.03308 2.37273  -0.198
H1 -1.92941 1.33790 -1.70858  0.052
H2 -3.40428 0.47518 -1.44408  0.060
H3 -2.05538 -0.33793 -2.18236  0.047
H4 -2.40538 -0.68152 0.25324  0.077
H5 -0.32050 -1.30681 0.62045  0.090
H6 -0.06581 -0.59089 -1.04030  0.048
H7 1.46731 0.61532 0.00497  0.078
H8 -0.05265 1.57765 0.33166  0.104
H9 0.11763 0.49960 2.56764  0.097
H10 2.26149 1.08377 3.43858  0.060
H11 2.96969 0.54085 2.01183  0.072
H12 2.12655 2.05064 1.95796  0.067
H13 1.38392 -2.90414 -2.44343  -0.077
H14 0.54277 -1.87969 -3.25996  -0.086
O1 0.50746 -2.48914 -2.48721  -0.447

No. 2
Below is C58H61Br2FINO26Si2 as an isolated structure at a distorted geometry, with properties calculated with ωB97M-V/def2-TZVPD.

Its HOMO-LUMO gap is 7.7 eV. As for the net charge: 0. For the LUMO energy, the calculation gives -1.71 eV.

Each line ends with the Löwdin charge.
Positions of all 152 atoms, in Å:
C1 5.95698 -4.27289 -1.31906  -0.106
O1 6.62574 -3.04297 -1.06238  -0.201
C2 6.05946 -2.36031 0.04646  -0.231
C3 5.48376 -0.99004 -0.31735  -0.167
C4 4.80328 -0.92121 -1.70435  -0.181
C5 3.26795 -0.75435 -1.55978  -0.212
C6 2.90109 0.71266 -1.36852  -0.197
C7 1.38384 0.97008 -1.54628  -0.202
C8 0.68544 1.38378 -0.24147  -0.192
C9 -0.70707 2.01092 -0.53956  -0.195
C10 -1.86688 1.21502 0.10954  -0.237
C11 -1.96976 -0.17813 -0.57519  -0.244
Si1 -3.69225 -0.62644 -1.13878  0.410
O2 -4.08140 -0.02934 -2.65537  -0.377
Si2 -3.67885 -0.89182 -4.01813  0.124
I1 -1.36876 -1.72565 -4.08647  0.605
C12 -4.82240 -2.32329 -4.40521  -0.291
C13 -4.59271 -2.67096 -5.91624  -0.255
C14 -3.81750 -3.96836 -6.09344  -0.250
F1 -3.05498 -3.96218 -7.23838  -0.046
C15 -4.93223 0.22190 0.04120  -0.718
Br1 -6.14608 1.48995 -0.76368  0.763
C16 -5.05097 0.01481 1.34455  -0.770
C17 -6.03528 0.66586 2.27096  -0.157
Br2 -3.88583 -1.22960 2.22678  0.837
C18 -4.05279 -2.47153 -0.93047  -0.278
C19 -3.01842 -3.37268 -0.96598  -0.103
C20 -3.35290 -4.69227 -0.77406  -0.054
C21 -4.66578 -4.99143 -0.54418  -0.149
N1 -5.67944 -4.14131 -0.51637  0.085
C22 -5.35250 -2.86586 -0.70913  -0.159
H1 4.87245 -4.14190 -1.27326  0.087
H2 6.25941 -5.00981 -0.56633  0.094
H3 6.23847 -4.61458 -2.31166  0.062
H4 6.87435 -2.19863 0.76210  0.118
H5 5.31924 -2.96501 0.57597  0.115
H6 4.71685 -0.76079 0.41836  0.070
H7 6.21402 -0.18537 -0.24801  0.112
H8 5.19056 -0.05332 -2.23793  0.103
H9 5.02275 -1.78201 -2.33376  0.098
H10 2.97999 -1.35857 -0.69455  0.111
H11 2.79722 -1.17637 -2.44937  0.105
H12 3.42110 1.28527 -2.13799  0.108
H13 3.23336 1.08340 -0.39786  0.108
H14 0.92218 0.07288 -1.96141  0.079
H15 1.23116 1.77622 -2.26604  0.110
H16 1.28449 2.11516 0.29749  0.107
H17 0.51431 0.47821 0.34478  0.107
H18 -0.86472 1.90700 -1.61580  0.089
H19 -0.75954 3.06721 -0.27862  0.108
H20 -1.60715 1.05594 1.14880  0.081
H21 -2.75659 1.83248 -0.01871  0.095
H22 -1.68257 -0.94013 0.15180  0.061
H23 -1.22263 -0.21720 -1.36539  0.022
H24 -3.80017 0.05100 -5.14367  0.001
H25 -5.87523 -2.06300 -4.30834  0.084
H26 -4.59840 -3.22472 -3.83330  0.064
H27 -5.52475 -2.64742 -6.47454  0.110
H28 -3.97942 -1.88359 -6.37242  0.071
H29 -4.51907 -4.80377 -6.13824  0.123
H30 -3.17196 -4.09857 -5.22483  0.076
H31 -5.60174 0.68834 3.27008  0.041
H32 -6.96970 0.10634 2.28644  0.087
H33 -6.22366 1.69499 1.98376  0.048
H34 -1.99547 -3.06463 -1.11970  0.086
H35 -2.59412 -5.45800 -0.80341  0.110
H36 -4.90741 -6.03629 -0.36250  0.114
H37 -6.13027 -2.11274 -0.66879  0.116
C23 10.26205 -7.21286 -5.20616  0.075
C24 11.12514 -6.65991 -4.34399  -0.237
C25 10.65810 -5.89303 -3.13925  -0.311
O3 11.49768 -5.43412 -2.38930  0.114
C26 9.22535 -5.73629 -2.93503  0.083
C27 8.36484 -6.28732 -3.79984  -0.227
C28 8.83085 -7.07529 -4.98941  -0.315
O4 7.98965 -7.56162 -5.72167  0.110
O5 7.04374 -6.17638 -3.66659  0.091
O6 12.44302 -6.75056 -4.49071  0.115
H38 10.58648 -7.76822 -6.07465  0.136
H39 8.90021 -5.16737 -2.07443  0.133
H40 6.65773 -6.66347 -4.42016  0.124
H41 12.83064 -6.26923 -3.73486  0.121
C29 -7.07380 -2.80680 4.43536  0.070
C30 -6.88539 -3.72298 3.47466  -0.242
C31 -6.64446 -5.17071 3.79988  -0.311
O7 -6.49810 -5.95156 2.87895  0.109
C32 -6.59380 -5.56214 5.20001  0.074
C33 -6.77963 -4.64512 6.15817  -0.238
C34 -7.04572 -3.20270 5.83278  -0.316
O8 -7.22243 -2.42956 6.75585  0.107
O9 -6.74282 -4.94292 7.45334  0.114
O10 -6.89779 -3.41883 2.18385  0.084
H42 -7.24887 -1.76340 4.21396  0.126
H43 -6.40361 -6.60241 5.42310  0.135
H44 -6.90899 -4.10424 7.92498  0.120
H45 -6.73748 -4.25580 1.70252  0.095
C35 -2.02840 4.67794 -5.89282  0.076
C36 -2.82886 5.02215 -6.91021  -0.237
C37 -4.27049 4.60032 -6.96180  -0.317
O11 -4.94178 4.96597 -7.90854  0.107
C38 -4.78507 3.77564 -5.88174  0.076
C39 -3.98396 3.42844 -4.86459  -0.238
C40 -2.54920 3.87182 -4.80085  -0.309
O12 -1.88497 3.53240 -3.83913  0.106
O13 -4.39364 2.67614 -3.85232  0.076
O14 -2.40944 5.75522 -7.93634  0.116
H46 -0.99097 4.97725 -5.84512  0.136
H47 -5.81851 3.46414 -5.93715  0.136
H48 -3.62094 2.57707 -3.26275  0.104
H49 -3.18198 5.85927 -8.52437  0.120
C41 -4.17515 4.25441 5.37964  0.078
C42 -3.54936 5.41595 5.14726  -0.233
C43 -2.30521 5.48922 4.30840  -0.301
O15 -1.80042 6.58160 4.12378  0.099
C44 -1.76648 4.25486 3.76482  0.082
C45 -2.39002 3.09269 4.00042  -0.229
C46 -3.64926 3.02175 4.81695  -0.307
O16 -4.17242 1.93411 4.97268  0.099
O17 -1.94436 1.93407 3.53027  0.099
O18 -3.98203 6.57319 5.63595  0.120
H50 -5.07214 4.18965 5.97905  0.137
H51 -0.86151 4.31780 3.17660  0.137
H52 -2.57686 1.25566 3.84236  0.097
H53 -3.35548 7.25132 5.31886  0.121
C47 2.64350 10.54557 2.49407  0.073
C48 2.90847 9.62407 3.42875  -0.238
C49 1.93786 8.52326 3.75134  -0.311
O19 2.25443 7.70996 4.59984  0.108
C50 0.67196 8.48934 3.03742  0.078
C51 0.40598 9.41306 2.10481  -0.233
C52 1.38622 10.49818 1.76335  -0.316
O20 1.08596 11.29356 0.89276  0.107
O21 -0.73496 9.43465 1.42022  0.115
O22 4.03859 9.61677 4.12986  0.113
H54 3.33460 11.34045 2.25193  0.135
H55 -0.02586 7.70268 3.29042  0.104
H56 -0.66831 10.19701 0.81446  0.119
H57 3.97508 8.84936 4.72998  0.119
C53 4.97605 -2.07664 5.32287  0.076
C54 4.52468 -1.42128 4.24617  -0.235
C55 5.36560 -0.40451 3.52918  -0.309
O23 4.89600 0.13630 2.54510  0.092
C56 6.69289 -0.11854 4.04661  0.078
C57 7.14451 -0.77120 5.12603  -0.236
C58 6.31341 -1.80734 5.82867  -0.315
O24 6.79376 -2.37334 6.79166  0.112
O25 8.34717 -0.55130 5.64535  0.118
O26 3.31160 -1.62297 3.73826  0.114
H58 4.38074 -2.81177 5.84562  0.136
H59 7.28235 0.62660 3.53130  0.137
H60 8.42271 -1.15115 6.41207  0.121
H61 3.24124 -1.02638 2.96846  0.117

No. 3
Below is a 4-piece molecular cluster, C33H38Cl2I3N4O8 overall at a distorted geometry, with properties calculated with ωB97M-V/def2-TZVPD.

Its HOMO-LUMO gap is 7.7 eV. As for the net charge: +1. For the LUMO energy, the calculation gives -3.33 eV.

Each line ends with the Löwdin charge.
Positions of all 88 atoms, in Å:
C1 -0.16627 -3.68569 2.23756  -0.209
C2 -0.59394 -2.38256 1.62001  -0.754
I1 -0.27061 -0.68712 2.85696  1.095
C3 -1.12089 -2.27082 0.43055  -0.717
I2 -1.41524 -4.09376 -0.64381  1.013
C4 -1.54843 -1.02623 -0.32186  -0.326
C5 -2.76224 -0.21055 0.19862  -0.194
C6 -3.49092 -0.63271 1.47465  -0.056
C7 -4.94462 -0.18222 1.32780  -0.526
O1 -5.70215 -0.78528 0.70945  0.188
O2 -5.33712 0.97705 1.96447  0.084
N1 -2.43931 1.25663 -0.01585  0.162
C8 -0.99715 1.37340 -0.47846  -0.266
C9 -0.28911 2.24824 0.58029  -0.215
C10 -0.62092 3.75323 0.39910  -0.720
C11 0.06252 4.50196 1.55924  -0.104
Cl1 -0.04842 4.35655 -1.17198  0.695
C12 -0.39717 -0.03067 -0.88926  -0.554
Cl2 -0.75046 -0.08507 -2.68823  0.715
C13 1.02084 -0.33141 -0.44809  -0.268
C14 2.16688 0.06338 -1.40991  -0.742
C15 2.08154 1.46909 -2.00902  -0.160
I3 2.52439 -1.44552 -2.92458  0.907
H1 0.39194 -4.29621 1.53819  0.022
H2 0.53608 -3.43932 3.03549  0.046
H3 -0.99099 -4.21298 2.71275  0.098
H4 -1.97116 -1.45282 -1.21974  0.033
H5 -3.52674 -0.38558 -0.55857  0.153
H6 -3.10959 -0.17692 2.38476  0.069
H7 -3.54402 -1.71267 1.54321  0.142
H8 -5.47311 1.67764 1.30969  0.115
H9 -2.79242 1.94738 0.65012  0.178
H10 -2.95693 1.48767 -0.86638  0.185
H11 -1.07922 1.93284 -1.40708  0.082
H12 0.79179 2.16984 0.57140  0.110
H13 -0.71602 1.99456 1.54678  0.063
H14 -1.69566 3.88986 0.53822  0.095
H15 0.24786 3.81218 2.38257  0.078
H16 1.02039 4.91811 1.25596  0.077
H17 -0.55497 5.30534 1.95527  0.085
H18 1.23995 0.16100 0.49506  0.061
H19 1.15245 -1.39244 -0.24840  0.091
H20 3.06799 0.04142 -0.81507  0.047
H21 1.73418 2.22471 -1.30963  0.036
H22 3.09838 1.75217 -2.27979  0.067
H23 1.52676 1.45684 -2.94314  0.048
C16 9.11708 2.97128 -2.40214  -0.062
C17 8.85791 2.27746 -3.57646  -0.057
C18 7.76381 1.43207 -3.65582  0.002
C19 6.93774 1.29557 -2.55373  -0.144
C20 7.18764 1.97567 -1.37413  -0.006
C21 8.28511 2.81723 -1.30119  -0.062
N2 5.76317 0.41696 -2.64406  -0.327
O3 5.58140 -0.18001 -3.68226  0.041
O4 5.03223 0.34016 -1.66503  -0.010
H24 9.97010 3.63513 -2.34494  0.112
H25 9.50833 2.39799 -4.43205  0.113
H26 7.56484 0.89329 -4.57102  0.122
H27 6.54070 1.85970 -0.51674  0.117
H28 8.49115 3.35659 -0.38656  0.110
C22 -8.17276 1.02724 0.10744  -0.078
C23 -8.23894 1.43173 -1.22067  -0.067
C24 -9.35227 2.11328 -1.68683  -0.004
C25 -10.38761 2.38567 -0.81238  -0.142
C26 -10.34135 1.98413 0.51075  0.003
C27 -9.22651 1.30088 0.97033  -0.054
N3 -11.56162 3.13076 -1.29880  -0.349
O5 -11.57617 3.45153 -2.47271  0.082
O6 -12.43981 3.38174 -0.49580  0.086
H29 -7.29681 0.49845 0.47070  0.061
H30 -7.41948 1.21618 -1.89538  0.103
H31 -9.40114 2.42585 -2.72010  0.121
H32 -11.15845 2.19798 1.18477  0.123
H33 -9.17691 0.98355 2.00361  0.112
C28 6.49621 -4.68983 1.36066  -0.066
C29 5.41982 -5.00454 0.54193  -0.061
C30 4.21157 -5.38646 1.10153  -0.004
C31 4.09611 -5.44391 2.47984  -0.148
C32 5.16216 -5.13976 3.30791  -0.002
C33 6.36841 -4.76143 2.74144  -0.061
N4 2.80799 -5.82541 3.07809  -0.342
O7 1.89218 -6.10508 2.32048  0.053
O8 2.72603 -5.83406 4.29088  0.086
H34 7.43800 -4.38722 0.92098  0.110
H35 5.52219 -4.94993 -0.53356  0.111
H36 3.37578 -5.63176 0.46195  0.119
H37 5.06467 -5.19219 4.38279  0.121
H38 7.20938 -4.51903 3.37694  0.111